<P>
Below is an isolated molecule of CH3N3O2S, with properties calculated with ωB97M-V/def2-TZVPD.

* 2S+1: 1
* Kohn-Sham gap: 8.940 eV
* molecular weight: 121.12 g mol⁻¹

CARTESIAN COORDINATES (ANGSTROEM)
C 0.196 -0.341 0.170
N -3.021 -0.566 0.246
N 1.193 0.511 0.108
N 2.492 -0.030 -0.067
O 2.594 -1.213 -0.083
O 3.346 0.800 -0.193
S -1.400 0.408 0.240
H -2.970 -1.289 -0.462
H 1.196 1.535 0.114
H -3.627 0.185 -0.073

<Q>
Below is a cluster of 2 separate species, CH3N3O2S in total, with properties calculated with ωB97M-V/def2-TZVPD.

* 2S+1: 1
* Kohn-Sham gap: 6.809 eV
* molecular weight: 121.12 g mol⁻¹

CARTESIAN COORDINATES (ANGSTROEM)
C -1.262 1.091 -0.445
N -1.202 0.270 0.445
N -1.504 1.910 -1.295
N -0.733 -0.018 1.730
O 3.016 -1.724 -1.802
O 1.894 -1.507 0.432
S 2.275 -0.873 -0.834
H -1.125 1.889 -2.192
H -1.505 -0.517 2.316
H 0.147 -0.520 1.646

Short version: <Q> is the most stable of them.

<P>
Below is an isolated molecule of C4H12N2S, with properties calculated with ωB97M-V/def2-TZVPD.

* 2S+1: 1
* Kohn-Sham gap: 9.546 eV
* SMILES: CN[C@H](CN)CS
* molecular weight: 120.22 g mol⁻¹

CARTESIAN COORDINATES (ANGSTROEM)
C -1.210 -0.743 -2.350
N -0.675 -1.585 -1.308
C -0.315 -0.858 -0.057
C -1.297 0.261 0.350
N -1.158 0.754 1.730
C 0.924 -0.072 -0.305
S 1.887 1.094 0.918
H -2.120 -0.254 -2.270
H -0.519 0.188 -2.412
H -1.020 -1.276 -3.287
H -1.239 -2.365 -1.039
H -0.172 -1.656 0.764
H -2.340 -0.191 0.268
H -1.246 1.142 -0.310
H -2.011 0.654 2.266
H -0.512 0.207 2.252
H 1.739 -0.798 -0.549
H 0.920 0.768 -1.074
H 2.557 0.354 1.918

<Q>
Below is an isolated molecule of C4H12N2S, with properties calculated with ωB97M-V/def2-TZVPD.

* 2S+1: 1
* Kohn-Sham gap: 9.796 eV
* SMILES: NCCNCCS
* molecular weight: 120.22 g mol⁻¹

CARTESIAN COORDINATES (ANGSTROEM)
N 1.575 2.498 0.048
C 0.933 1.782 -1.048
C 0.493 0.342 -0.651
N -0.265 0.366 0.627
C -1.408 -0.594 0.615
C -0.864 -2.020 0.824
S -0.655 -2.895 -0.818
H 0.980 2.762 0.799
H 2.367 1.978 0.362
H -0.044 2.166 -1.374
H 1.637 1.910 -1.862
H -0.125 -0.082 -1.462
H 1.308 -0.392 -0.580
H -0.600 1.333 0.608
H -1.897 -0.317 1.543
H -2.053 -0.519 -0.262
H -1.404 -2.522 1.624
H 0.140 -1.843 1.205
H -0.117 -3.954 -0.201

<R>
Below is an isolated molecule of C4H12N2S, with properties calculated with ωB97M-V/def2-TZVPD.

* 2S+1: 1
* Kohn-Sham gap: 9.091 eV
* SMILES: CNC[C@H](N)CS
* molecular weight: 120.22 g mol⁻¹

CARTESIAN COORDINATES (ANGSTROEM)
C 0.683 0.970 -2.756
N 0.169 0.075 -1.788
C 0.659 -0.237 -0.428
C -0.474 -0.093 0.710
N -0.996 1.264 0.862
C 0.215 -0.809 2.048
S -1.279 -1.540 2.978
H -0.106 1.403 -3.428
H 1.211 1.887 -2.284
H 1.339 0.429 -3.520
H -0.514 -0.557 -2.308
H 1.395 0.462 -0.088
H 0.914 -1.439 -0.427
H -1.336 -0.760 0.499
H -1.271 1.598 -0.029
H -1.779 1.312 1.510
H 0.812 -0.059 2.654
H 0.705 -1.757 1.876
H -0.347 -2.149 3.918

<S>
Below is an isolated molecule of C4H12N2S, with properties calculated with ωB97M-V/def2-TZVPD.

* 2S+1: 1
* Kohn-Sham gap: 9.513 eV
* SMILES: CN[C@H](CN)CS
* molecular weight: 120.22 g mol⁻¹

CARTESIAN COORDINATES (ANGSTROEM)
C 2.066 0.641 -1.667
N 1.164 1.366 -0.772
C 0.339 0.529 0.083
C 1.138 -0.467 0.928
N 0.335 -0.959 2.048
C -0.738 -0.177 -0.774
S -2.296 -0.517 0.100
H 2.715 -0.078 -1.173
H 1.483 0.107 -2.405
H 2.634 1.383 -2.218
H 1.710 2.027 -0.237
H -0.241 1.159 0.763
H 2.061 0.010 1.260
H 1.378 -1.367 0.362
H -0.040 -0.256 2.672
H 0.850 -1.596 2.641
H -0.994 0.424 -1.646
H -0.364 -1.137 -1.141
H -3.001 0.522 -0.363

Short version: <S> is the most stable of them.

<P>
Below is a cluster of 2 separate species, C4H12N2S in total, with properties calculated with ωB97M-V/def2-TZVPD.

* 2S+1: 1
* Kohn-Sham gap: 8.684 eV
* molecular weight: 120.22 g mol⁻¹

CARTESIAN COORDINATES (ANGSTROEM)
C -1.007 -1.368 2.547
C 0.713 1.803 -1.881
C 1.543 0.571 0.115
C -0.870 -0.501 1.264
N 1.363 -0.463 -1.955
N 1.248 0.665 -1.151
S -1.711 -1.409 -0.091
H -0.678 -0.664 3.319
H -1.995 -1.613 2.661
H -0.576 -2.384 2.510
H -0.204 1.483 -2.321
H 0.475 2.642 -1.165
H 1.474 2.281 -2.581
H 0.120 -0.567 0.892
H 1.527 1.460 0.660
H -1.291 0.408 1.343
H 0.479 -0.820 -2.318
H 1.864 -1.091 -1.358
H -2.474 -0.433 -0.491

<Q>
Below is an isolated molecule of C4H12N2S, with properties calculated with ωB97M-V/def2-TZVPD.

* 2S+1: 1
* Kohn-Sham gap: 9.657 eV
* SMILES: NC[C@H](N)CCS
* molecular weight: 120.22 g mol⁻¹

CARTESIAN COORDINATES (ANGSTROEM)
N -1.759 0.857 1.565
C -0.824 -0.333 1.223
C -0.590 -0.044 -0.289
N -1.478 -0.768 -1.236
C 0.839 -0.320 -0.866
C 1.905 0.530 -0.115
S 3.374 1.005 -1.058
H -1.738 0.838 2.643
H -2.770 0.755 1.228
H 0.134 -0.212 1.772
H -1.343 -1.317 1.264
H -0.838 1.091 -0.527
H -1.923 -1.620 -0.885
H -2.080 -0.200 -1.790
H 0.861 -0.173 -1.853
H 0.958 -1.402 -0.523
H 2.193 0.126 0.903
H 1.407 1.402 0.141
H 3.673 -0.215 -1.596

<R>
Below is a cluster of 2 separate species, C4H12N2S in total, with properties calculated with ωB97M-V/def2-TZVPD.

* 2S+1: 1
* Kohn-Sham gap: 8.556 eV
* SMILES: N/C=C/N.CSC
* molecular weight: 120.22 g mol⁻¹

CARTESIAN COORDINATES (ANGSTROEM)
N 0.299 2.580 -1.627
C 0.822 1.257 -1.546
C 1.660 0.839 -0.599
N 2.165 -0.490 -0.599
H -0.228 2.841 -0.806
H -0.225 2.715 -2.477
H 0.471 0.562 -2.302
H 2.071 1.497 0.153
H 1.908 -1.017 -1.419
H 1.939 -1.010 0.231
C -1.083 0.098 1.916
S -0.540 -1.640 2.101
C -1.310 -2.274 0.553
H -2.143 0.098 1.682
H -0.509 0.562 1.117
H -0.897 0.614 2.854
H -0.606 -2.213 -0.273
H -1.585 -3.315 0.709
H -2.208 -1.704 0.332

Short version: <R> is the most stable of them.

<P>
Below is a cluster of 11 separate species, C4H30N2O11 in total, with properties calculated with ωB97M-V/def2-TZVPD.

* 2S+1: 1
* Kohn-Sham gap: 10.449 eV
* SMILES: C[C@H](N)CC(N)=O.O.O.O.O.O.O.O.O.O.O
* molecular weight: 282.29 g mol⁻¹

CARTESIAN COORDINATES (ANGSTROEM)
C 1.402 -1.749 -0.311
C 1.317 -0.306 0.042
N 2.360 0.193 0.916
C -0.079 -0.111 0.809
C -0.542 1.237 0.316
N -0.234 2.395 0.999
O -1.458 1.310 -0.505
H 1.119 -2.340 0.568
H 2.487 -2.102 -0.549
H 0.903 -2.050 -1.235
H 1.242 0.426 -0.720
H 3.247 0.324 0.418
H 2.629 -0.542 1.613
H -0.853 -0.859 0.552
H 0.196 -0.128 1.889
H -0.959 3.197 0.946
H 0.576 2.549 1.544
O -3.334 -0.442 0.135
H -2.992 0.377 -0.078
H -4.187 -0.335 -0.292
O -2.102 -2.924 -0.499
H -2.359 -2.090 -0.402
H -1.524 -2.873 -1.288
O 0.438 0.723 -4.059
H 1.203 0.958 -4.437
H -0.196 1.368 -3.928
O 2.510 2.826 1.537
H 3.073 3.318 2.030
H 2.556 1.873 1.610
O -0.936 -2.989 2.456
H -1.340 -3.258 1.668
H -1.722 -2.454 2.828
O 1.946 -2.726 2.666
H 1.004 -2.211 2.560
H 1.584 -3.620 2.707
O -0.660 -1.110 -2.263
H -0.347 -0.722 -3.093
H -1.043 -0.386 -1.862
O -0.494 3.180 -3.352
H 0.470 3.056 -2.966
H -1.135 2.817 -2.743
O -3.088 -1.607 2.467
H -2.922 -0.768 1.895
H -3.260 -2.202 1.684
O 1.512 3.654 -0.866
H 1.824 3.157 -0.035
H 2.168 3.966 -1.370

<Q>
Below is a cluster of 11 separate species, C4H30N2O11 in total, with properties calculated with ωB97M-V/def2-TZVPD.

* 2S+1: 1
* Kohn-Sham gap: 9.564 eV
* SMILES: NCNCCC=O.O.O.O.O.O.O.O.O.O.O
* molecular weight: 282.29 g mol⁻¹

CARTESIAN COORDINATES (ANGSTROEM)
N -1.738 -1.456 1.572
C -0.558 -0.745 2.073
N 0.733 -0.890 1.366
C 0.639 -0.417 -0.032
C 1.241 -1.365 -1.062
C 0.386 -2.539 -1.385
O -0.779 -2.401 -1.726
H -2.374 -0.842 1.077
H -1.421 -2.147 0.903
H -0.381 -1.186 3.046
H -0.697 0.334 2.040
H 0.974 -1.868 1.335
H -0.355 -0.179 -0.415
H 1.125 0.558 -0.070
H 1.408 -0.880 -2.031
H 2.262 -1.619 -0.783
H 0.759 -3.565 -1.363
O -1.191 4.098 1.235
H -0.884 3.426 0.603
H -2.011 4.309 0.765
O 0.208 -4.166 2.460
H 1.063 -3.762 2.675
H -0.447 -3.828 3.085
O 0.170 2.721 -3.749
H 0.281 3.504 -4.317
H -0.135 2.015 -4.330
O -3.657 1.693 -0.786
H -3.926 2.022 -1.654
H -3.566 0.732 -0.881
O 1.606 4.149 1.168
H 1.601 3.269 1.562
H 0.666 4.381 1.119
O 2.959 -2.550 2.249
H 3.808 -2.774 2.566
H 2.809 -1.594 2.342
O -1.019 2.674 -1.221
H -0.818 3.009 -2.116
H -1.990 2.527 -1.216
O 2.204 -4.589 0.342
H 2.375 -3.724 0.753
H 1.480 -4.930 0.867
O -3.014 -0.891 -1.345
H -3.591 -1.655 -1.537
H -2.124 -1.262 -1.237
O 2.207 4.260 -1.603
H 1.519 3.579 -1.677
H 2.192 4.564 -0.668

Short version: <Q> is the most stable of them.

<P>
Below is a cluster of 2 separate species, Br2O2S in total, with properties calculated with ωB97M-V/def2-TZVPD.

* 2S+1: 1
* Kohn-Sham gap: 8.778 eV
* molecular weight: 223.87 g mol⁻¹

CARTESIAN COORDINATES (ANGSTROEM)
O 0.159 -1.073 -0.196
O -1.256 0.830 0.360
S -0.594 0.063 -0.650
Br 4.168 -0.666 0.011
Br 2.792 1.132 -0.225

<Q>
Below is a structure of composition Br2O2S, with properties calculated with ωB97M-V/def2-TZVPD.

* 2S+1: 1
* Kohn-Sham gap (spin up / spin down): 8.267 / 6.828 eV
* molecular weight: 223.87 g mol⁻¹

CARTESIAN COORDINATES (ANGSTROEM)
O 0.623 -0.552 1.961
O -1.848 -0.534 -1.460
S -0.587 -0.467 -0.657
Br -0.792 -0.311 2.327
Br -0.303 -2.882 -0.687

Short version: <P> is the most stable of them.